Molecular formula: C18H28CrO11
Method: DFT, ωB97M-V/def2-TZVPD

Summary:
expectation value of S² = 6.2487
spin multiplicity = 5
electronic energy = -70043.73806 eV
lowest unoccupied orbital energy (spin up / spin down) = -8.137 / -11.988 eV
charge = +2

CARTESIAN COORDINATES (ANGSTROEM)
1 Cr -0.3784 1.5677 0.9621
2 O 2.8633 -4.0708 -1.8354
3 O -2.6036 1.1847 4.6025
4 O 0.6301 2.1843 -0.8415
5 O -0.3393 -0.2718 0.4408
6 O 1.4807 1.2133 2.1615
7 O -3.1743 -2.3700 -5.2084
8 O 0.5831 3.0642 2.2222
9 O -1.2990 0.9150 2.7877
10 O 2.0323 3.3439 -2.0727
11 O 3.1872 -6.0852 -0.8301
12 O -2.9969 -2.1292 -3.0216
13 C 0.8498 2.8252 -1.8114
14 C 2.0986 4.2365 -3.1150
15 C -2.0354 -0.6037 6.0015
16 C -1.1321 -0.8949 -2.7786
17 C -0.0925 3.2187 -2.9338
18 C 1.5487 2.4286 2.5268
19 C -2.2398 -1.5039 -2.0531
20 C -1.8368 0.4373 3.8161
21 C 0.8142 4.0514 -3.8212
22 C 1.3496 -4.6683 -0.1656
23 C 2.6872 2.9680 3.2827
24 C -2.5369 -1.8743 -4.3217
25 C -1.2919 -1.0195 -4.2655
26 C 2.5907 -5.0460 -0.9569
27 C 2.1713 -2.8534 -1.5663
28 C -3.0533 0.5424 5.6910
29 C 1.3257 -3.0724 -0.3059
30 C -1.5847 -0.8601 4.5483
31 H -0.4895 2.3274 -3.4197
32 H -2.8164 -0.6580 -1.6790
33 H 2.9927 4.0954 -3.7223
34 H 2.9165 4.0067 3.0450
35 H 0.4509 -5.0722 -0.6317
36 H 0.7662 3.4386 -4.7214
37 H -3.2320 1.0706 6.6276
38 H -0.9451 3.7925 -2.5706
39 H -0.1873 -1.3618 -2.5004
40 H 0.3781 5.0330 -4.0067
41 H 0.3126 -2.6850 -0.4133
42 H -2.4814 -1.3752 6.6293
43 H 0.2480 -1.0436 0.3229
44 H -0.6337 -1.7431 -4.7465
45 H 2.5554 2.8053 4.3525
46 H -1.0012 0.0953 -2.3421
47 H -0.5168 -1.0280 4.6874
48 H 1.7661 -2.7195 0.6267
49 H -1.4573 -0.0378 -4.7094
50 H 2.5677 -1.8387 -1.6023
51 H -4.0849 0.2836 5.4523
52 H 1.4295 -2.8302 -2.3645
53 H -1.9232 -2.1408 -1.2271
54 H 3.5489 2.3403 3.0560
55 H -1.1921 -0.2008 6.5624
56 H 2.1012 5.2841 -2.8141
57 H 1.5037 -5.0388 0.8478
58 H -2.1939 -1.6575 4.1228

Forces on the atoms, in the same order (eV/Å):
3.7884 -3.2150 2.4662
1.9424 1.2892 -0.3675
1.7061 2.5363 -3.5220
-1.0057 -1.8954 3.5437
-1.0339 1.0540 -0.6292
-0.2211 -1.6571 -1.3958
-0.2923 -0.2629 -1.5653
-4.4082 3.9283 -1.8396
-1.4395 -0.6388 1.0040
0.9951 -1.6639 3.0718
-0.3342 1.4771 -0.7166
-0.9298 -1.7456 -4.4800
0.2095 2.5235 -3.2438
0.2771 1.3817 -1.7843
-1.2842 1.5296 -0.9177
3.5492 0.7664 1.3426
-0.0850 0.2727 1.0013
1.6742 -1.5690 0.8349
-0.0545 1.8585 1.5638
1.4011 1.4483 0.2037
-2.3910 -0.2581 -2.0594
0.1264 1.7262 -0.1616
1.2015 -0.6719 0.2155
-1.7255 -0.0235 5.5087
-0.8741 -0.2597 -0.3814
-0.6185 -1.6551 1.0760
-2.9113 -0.5308 -0.2654
-1.8215 -2.6898 3.8834
0.5205 -2.1214 0.9855
0.4499 -0.7493 0.9843
0.0623 -0.0163 0.0532
-0.5206 -0.5281 0.4772
-0.0505 -0.3818 0.2027
-0.3207 -0.1117 0.1160
0.1802 -0.3920 0.0974
1.0320 0.7169 -0.5271
0.7046 1.2583 -0.4987
-0.0096 -0.1473 0.3474
0.1044 -0.2470 -0.1283
-0.1379 -0.2731 -0.3960
0.0004 -0.0902 -0.0142
0.0626 -0.3185 -0.6424
-0.0314 1.2535 0.4271
0.8622 0.7965 -0.3371
-0.3436 0.3206 0.0384
0.0557 0.3605 -0.8503
-0.0104 -0.5637 -1.3026
0.1171 0.5089 -0.2027
0.2321 -0.4239 -0.8184
1.6218 -0.6626 0.0881
-0.0334 -1.0513 0.0009
-0.1600 0.1664 -0.4614
-0.4271 -0.3856 -0.3063
0.1621 0.1409 -0.1496
-0.1057 0.1817 0.0337
0.4296 -0.1993 0.8397
-0.4413 0.1289 -0.0876
0.5540 -0.2253 -0.3549

Löwdin charges, unit e, in atom order: 1.201 0.051 0.089 0.065 -0.343 0.047 0.474 0.016 -0.006 0.110 0.151 0.122 -0.430 -0.154 -0.095 -0.154 -0.048 -0.698 -0.162 -0.331 -0.142 -0.033 0.053 -0.235 0.036 -0.481 -0.157 -0.195 -0.139 -0.046 0.111 0.149 0.151 0.111 0.124 0.127 0.141 0.141 0.111 0.133 0.068 0.130 -0.024 0.166 0.112 0.114 0.137 0.118 0.159 0.132 0.139 0.096 0.149 0.103 0.120 0.146 0.128 0.143



Molecular formula: C18H28F19O5PS3Si2
Method: DFT, ωB97M-V/def2-TZVPD

Summary:
spin multiplicity = 1
electronic energy = -138538.00264 eV
lowest unoccupied orbital energy = -1.814 eV

CARTESIAN COORDINATES (ANGSTROEM)
1 S -2.4603 -1.4692 -2.6962
2 S 1.4630 -6.4762 -3.7286
3 S -3.4533 -5.7286 1.2406
4 P 1.8315 -4.8471 -2.6882
5 Si 1.8758 -5.4599 -0.5664
6 Si 3.0049 -2.9360 0.3025
7 F 1.7044 -0.0144 1.6608
8 F -1.7473 3.0018 7.5969
9 F -3.0606 -0.7516 -0.1952
10 F -0.4002 -1.5764 0.2922
11 F 1.1072 7.7815 -4.1229
12 F -2.5961 -2.6340 -3.8657
13 F 1.3517 1.7163 0.2665
14 F -0.8469 0.3272 1.3789
15 F -1.6509 5.1575 7.5003
16 F 0.1297 4.0119 7.9125
17 F -2.8647 -2.6579 -1.5718
18 F -4.1024 -1.1832 -2.8763
19 F -2.1482 -0.3753 -3.8917
20 F -0.2398 0.8080 -2.1181
21 F 1.9709 8.7781 -2.4192
22 F -0.8805 -1.9166 -2.5087
23 F 2.8961 6.9943 -3.2030
24 F -1.3981 1.7745 -0.4821
25 F -3.3014 0.8426 -1.7319
26 O 0.6866 6.9136 -0.8336
27 O -1.8259 3.6732 4.9935
28 O 1.8272 -4.1711 0.5839
29 O 0.3652 4.1699 5.1629
30 O 0.3640 5.6450 -2.6675
31 C -1.8330 5.2331 -1.7172
32 C 1.3073 0.2851 0.3238
33 C 2.3170 -0.2345 -0.7619
34 C 0.2734 -6.5091 -0.2840
35 C -0.9893 4.0306 7.1716
36 C -1.7006 3.6253 3.5631
37 C 4.7882 -3.5618 0.0185
38 C -0.9215 -5.4866 0.0320
39 C 1.7065 7.5684 -2.9358
40 C -2.3907 -6.0683 -0.2798
41 C 2.3185 -1.7938 -1.0710
42 C 0.8625 6.7049 -2.0029
43 C -1.1348 2.2912 3.1173
44 C -0.4151 4.7240 -1.8883
45 C -0.2062 -0.1868 0.2064
46 C -2.4266 -0.2035 -1.3309
47 C -1.0335 0.4959 -1.0090
48 C -0.7016 3.9636 5.6746
49 H 3.1373 -4.3930 -3.1172
50 H 0.0521 -7.1812 -1.1892
51 H 0.4868 -7.2263 0.5826
52 H 5.2659 -3.0503 -0.8942
53 H -0.1185 2.1491 3.4908
54 H -2.7056 3.7522 3.1564
55 H -0.8569 -5.1568 1.1153
56 H -1.8519 6.1651 -1.1488
57 H -2.9274 -4.5192 1.6960
58 H 3.3731 0.0439 -0.4034
59 H -2.2847 5.4429 -2.6900
60 H 0.0628 4.5299 -0.9245
61 H -2.8357 -5.4794 -1.1428
62 H -2.4459 4.4963 -1.1939
63 H 3.0504 -2.1305 1.5456
64 H -1.1152 2.2281 2.0319
65 H -1.0972 4.4610 3.1989
66 H 1.3051 -2.2149 -1.3839
67 H -2.3994 -7.1810 -0.5170
68 H 0.8037 -3.9065 -3.0235
69 H -0.4280 3.7808 -2.4375
70 H -1.7376 1.4685 3.5101
71 H 2.2018 0.3111 -1.7653
72 H -0.7770 -4.5691 -0.6465
73 H 4.9074 -4.6884 -0.0291
74 H 5.4316 -3.2174 0.9084
75 H 3.0012 -1.9453 -1.9877
76 H 3.0799 -6.2453 -0.2924

Forces on the atoms, in the same order (eV/Å):
-2.6056 -3.6945 -1.9761
0.0022 -0.2404 0.2010
0.3724 0.2242 -0.2994
0.1907 -0.5542 -2.0519
-1.7965 -0.2285 2.7915
-0.6942 -0.2710 1.0405
-0.7542 0.2503 -2.7446
0.1898 0.1465 -0.4824
2.1336 1.4291 -2.3882
0.7674 2.5474 -0.6832
-0.1383 -0.2912 0.4425
0.4126 1.8099 1.6496
-0.5937 -2.5095 0.0031
1.2327 -1.5869 -2.5135
0.1556 -0.1486 -0.4993
-0.1580 0.0089 -0.6850
0.8891 1.5930 -1.8240
2.5894 -0.3756 0.2127
0.0735 -1.4236 2.2067
-1.6671 -1.2686 1.7804
-0.3310 -0.6015 0.2135
-1.7266 1.2528 -0.3095
-0.3932 -0.2194 0.3113
0.6026 -2.4027 -1.1573
2.1263 -2.1736 0.4864
0.4068 0.3558 -0.6762
0.3347 0.3493 0.9240
1.6487 -0.1373 -2.0571
-0.3384 -0.0219 0.8035
0.6915 0.7026 -0.0579
-0.0496 0.3155 -0.0208
1.2787 0.9137 0.6479
0.9215 -0.2909 -0.3456
-0.1000 -0.1747 -0.0282
-0.2134 -0.0471 1.8330
0.0892 -0.2197 -0.7024
1.1119 0.2714 -0.0013
0.1537 -0.4132 -0.7256
0.9164 1.2266 -1.0830
0.6181 1.1783 0.2352
0.1240 -0.2931 -1.1150
-0.9781 -1.2929 0.7764
0.1019 0.1864 0.3767
-0.5334 -0.4356 0.3555
-1.4397 0.1870 2.0957
-2.8050 2.2527 1.4169
0.6272 2.3912 1.1120
-0.1226 -0.0991 -1.8269
-0.8583 0.5644 0.4962
0.3389 1.1796 1.1996
-0.4161 1.0503 -1.0016
-0.7095 -0.9892 1.1506
-0.0166 0.0890 -0.1105
-0.0242 0.0229 0.3605
0.0223 -0.3463 -1.4630
0.0435 -0.1229 0.0602
-0.2481 -1.0876 -0.7954
-1.6521 -0.2315 -0.2512
0.0305 -0.1538 0.0409
0.0527 0.2277 -0.1114
0.5254 -0.9748 0.9897
0.0777 0.0056 -0.0507
-0.0634 -0.1593 -0.1026
-0.0738 0.2949 0.2193
0.0588 -0.0854 0.2549
1.1837 0.8488 0.4260
-0.0566 1.4869 0.5650
0.8322 0.2576 0.4610
0.2037 0.2275 -0.1761
-0.0732 0.0990 -0.1209
-0.3004 -0.4977 1.7662
-0.2838 -1.0915 1.0954
-0.1482 1.3679 -0.1882
-1.0619 -0.4929 -1.1908
-1.0042 0.3728 1.2000
0.2970 -0.0392 -0.3847

Löwdin charges, unit e, in atom order: 0.973 0.049 0.619 0.183 0.372 0.496 0.047 0.156 0.097 0.097 0.157 -0.148 0.051 0.041 0.159 0.161 -0.184 -0.162 -0.140 0.100 0.163 -0.181 0.158 0.070 0.068 0.170 0.024 -0.410 0.169 0.025 -0.054 -0.312 -0.124 -0.305 -0.521 -0.192 -0.218 -0.330 -0.521 -0.515 -0.281 -0.372 -0.062 -0.209 -0.201 -0.309 -0.217 -0.374 -0.036 0.058 0.090 0.048 0.086 0.126 0.082 0.079 -0.132 0.146 0.086 0.123 0.059 0.076 0.013 0.054 0.128 0.040 0.083 -0.054 0.116 0.090 0.135 0.086 0.024 0.047 0.089 -0.006